Entry 1:
Molecular formula: C11H7N2O6Tl
Method: DFT, the ωB97M-V functional and the def2-TZVPD basis

Properties
Energy relative to the best compared isomer or geometry (same formula, charge and spin) in eV: 0.082
2S+1: 1
Energy in eV: -31457.725
Kohn-Sham gap in eV: 7.274
Net charge: +2

Geometry as XYZ:
```
27
C11H7N2O6Tl, DFT the ωB97M-V functional and the def2-TZVPD basis
O -1.0262 -3.0827 1.4596
C -0.7949 -2.0427 1.0584
Tl 0.2445 -0.0255 -0.1822
O -2.4670 1.8230 1.6658
C -1.6779 1.1550 1.1920
C 1.7845 -1.2516 -1.2281
O 2.5343 -0.5417 -1.8500
C -1.2803 -0.4633 -2.0320
O -1.9213 -0.7919 -2.9084
C 1.7311 0.2981 1.7012
O 2.5565 0.2691 2.4852
H 1.4737 -2.3185 -0.9050
N 0.0639 6.8392 -2.4096
C 1.1493 6.1547 -1.9504
O 2.2610 6.6559 -1.8088
C 0.8833 4.7318 -1.6298
C -0.3685 4.0946 -1.8555
C -0.4850 2.7634 -1.4501
N 0.5526 2.0733 -0.9228
C 1.7313 2.6866 -0.6821
C 1.9602 4.0073 -1.0418
H 0.2464 7.8126 -2.5979
H -0.8540 6.4984 -2.5158
H -1.2501 4.5829 -2.3337
H -1.3992 2.1652 -1.5330
H 2.4846 2.0608 -0.2046
H 2.9585 4.4521 -0.8684
```

---

Entry 2:
Molecular formula: C6H13NO
Method: DFT, the ωB97M-V functional and the def2-TZVPD basis

Properties
Energy relative to the best compared isomer or geometry (same formula, charge and spin) in eV: 2.129
2S+1: 2
Energy in eV: -9960.230
Kohn-Sham gap (spin up / spin down) in eV: 10.042 / 6.161
Net charge: +1

Geometry as XYZ:
```
21
C6H13NO, DFT the ωB97M-V functional and the def2-TZVPD basis
C 2.5686 0.4498 0.8796
N 1.4827 1.3162 1.3741
C 0.2028 0.9715 0.9152
C -0.8127 1.3162 1.7726
C 0.1494 -1.0638 -2.3560
C 0.3876 -0.5839 -0.9759
C -0.1572 0.5288 -0.4488
H 3.4520 0.6261 1.4947
H 2.9158 0.6308 -0.1431
H 2.2192 -0.5602 1.0606
H 1.6788 2.2859 1.1314
H -1.8204 1.0697 1.4449
H -0.7617 1.6901 2.7794
H -0.1470 -2.1177 -2.3899
H -0.5843 -0.4739 -2.9056
H 1.0889 -1.0557 -2.9201
H 0.9566 -1.2957 -0.3871
H -0.9484 1.0479 -0.9675
H -2.8246 -1.3526 -0.9089
H -3.5281 -2.2239 0.1599
O -3.2191 -2.2063 -0.7471
```

---

Entry 3:
Molecular formula: C2H4N4S2
Method: DFT, the ωB97M-V functional and the def2-TZVPD basis

Properties
Energy relative to the best compared isomer or geometry (same formula, charge and spin) in eV: 4.813
2S+1: 1
Energy in eV: -29764.516
Kohn-Sham gap in eV: 6.837

Geometry as XYZ:
```
12
C2H4N4S2, DFT the ωB97M-V functional and the def2-TZVPD basis
C 0.6277 0.5073 0.1533
C -1.5570 0.1824 -0.2205
H 3.8799 0.5892 1.0459
H -2.9396 1.7464 0.5974
H -1.3346 -1.8145 -0.8601
H 1.0270 -1.7043 0.0699
N 1.7115 1.1459 0.4558
N -0.6638 1.1369 0.0922
N -1.0556 -1.0918 -0.2209
N 0.3457 -0.9763 -0.4150
S 3.0691 -0.1404 0.1263
S -3.1102 0.4192 -0.8244
```

---

Copy entry 3 word for word.
Molecular formula: C2H4N4S2
Method: DFT, the ωB97M-V functional and the def2-TZVPD basis

Properties
Energy relative to the best compared isomer or geometry (same formula, charge and spin) in eV: 4.813
2S+1: 1
Energy in eV: -29764.516
Kohn-Sham gap in eV: 6.837

Geometry as XYZ:
```
12
C2H4N4S2, DFT the ωB97M-V functional and the def2-TZVPD basis
C 0.6277 0.5073 0.1533
C -1.5570 0.1824 -0.2205
H 3.8799 0.5892 1.0459
H -2.9396 1.7464 0.5974
H -1.3346 -1.8145 -0.8601
H 1.0270 -1.7043 0.0699
N 1.7115 1.1459 0.4558
N -0.6638 1.1369 0.0922
N -1.0556 -1.0918 -0.2209
N 0.3457 -0.9763 -0.4150
S 3.0691 -0.1404 0.1263
S -3.1102 0.4192 -0.8244
```

---

Question: What is the energy in the first record?
Answer: -31457.725 eV